(1)
{
  "formula": "C19H20N3O6",
  "method": "ωB97M-V with the def2-TZVPD basis set",
  "homo_lumo_gap_ev": 6.9,
  "relative_energy_kj_mol": 0.0,
  "smiles": "CCOC(=O)[C@@H](C#N)[C@H](c1ccc(OC)cc1)c1c([O-])n(C)c(=O)n(C)c1=O",
  "total_charge": -1,
  "lumo_energy_ev": 2.7,
  "energy_ev": -36785.3271,
  "species": ["C", "C", "O", "C", "O", "C", "C", "N", "C", "C", "C", "C", "C", "O", "C", "C", "C", "C", "C", "O", "N", "C", "C", "O", "N", "C", "C", "O", "H", "H", "H", "H", "H", "H", "H", "H", "H", "H", "H", "H", "H", "H", "H", "H", "H", "H", "H", "H"],
  "xyz": [[-4.099, 0.692, -2.488], [-2.738, 1.179, -2.862], [-1.824, 0.906, -1.787], [-0.606, 1.430, -2.087], [-0.449, 2.450, -2.720], [0.559, 0.574, -1.621], [1.629, 0.965, -2.548], [2.474, 1.174, -3.325], [0.924, 0.774, -0.184], [2.019, -0.251, 0.164], [3.242, 0.169, 0.691], [4.290, -0.722, 0.831], [4.128, -2.061, 0.406], [5.251, -2.831, 0.375], [5.147, -4.154, -0.199], [2.866, -2.511, -0.046], [1.826, -1.596, -0.147], [-0.268, 0.799, 0.745], [-0.624, -0.258, 1.655], [0.111, -1.176, 2.048], [-1.981, -0.243, 2.077], [-2.547, -1.404, 2.714], [-2.751, 0.918, 2.146], [-3.888, 0.911, 2.613], [-2.125, 2.071, 1.656], [-2.808, 3.325, 1.827], [-0.939, 2.070, 0.900], [-0.547, 3.149, 0.430], [-4.761, 0.890, -3.333], [-4.129, -0.384, -2.292], [-4.473, 1.234, -1.615], [-2.357, 0.666, -3.755], [-2.735, 2.257, -3.040], [0.250, -0.477, -1.786], [1.345, 1.788, -0.068], [3.344, 1.213, 1.001], [5.261, -0.404, 1.203], [6.145, -4.580, -0.095], [4.417, -4.765, 0.349], [4.869, -4.103, -1.262], [2.708, -3.546, -0.357], [0.843, -1.963, -0.452], [-1.851, -2.229, 2.581], [-2.713, -1.219, 3.781], [-3.513, -1.625, 2.253], [-3.714, 3.122, 2.394], [-2.157, 4.014, 2.374], [-3.053, 3.763, 0.854]],
  "nbo_charge": [-0.6222, -0.0724, -0.5221, 0.8462, -0.5666, -0.4235, 0.3342, -0.3512, -0.2268, -0.0244, -0.1747, -0.2686, 0.2936, -0.5079, -0.2530, -0.3358, -0.0976, -0.4188, 0.6539, -0.6940, -0.4772, -0.4058, 0.8048, -0.6840, -0.4771, -0.4081, 0.6443, -0.7089, 0.2042, 0.2097, 0.2217, 0.1670, 0.2028, 0.2599, 0.2471, 0.2142, 0.2136, 0.1908, 0.1762, 0.1799, 0.2070, 0.2004, 0.2318, 0.1914, 0.1989, 0.2277, 0.1993, 0.2002]
}

***

(2)
{
  "formula": "C16H21Cl3Ge2I2PtSi",
  "method": "ωB97M-V with the def2-TZVPD basis set",
  "homo_lumo_gap_ev": [6.7, 6.0],
  "relative_energy_kj_mol": 0.0,
  "total_charge": 3,
  "multiplicity": 2,
  "lumo_energy_ev": [-10.3, -11.5],
  "s2": 0.76,
  "energy_ev": -194832.4073,
  "species": ["Pt", "I", "C", "I", "H", "H", "C", "Ge", "C", "C", "Ge", "C", "C", "C", "C", "C", "C", "C", "C", "C", "C", "C", "C", "H", "H", "H", "H", "H", "H", "H", "H", "H", "H", "H", "H", "H", "H", "H", "H", "H", "H", "H", "Cl", "Si", "Cl", "Cl"],
  "xyz": [[1.942, 2.353, 1.207], [1.607, 4.930, -0.700], [3.633, 4.443, -1.054], [4.163, 2.600, -0.094], [4.267, 5.208, -0.618], [3.815, 4.315, -2.115], [-3.590, -0.059, 1.878], [-3.494, -0.338, -0.010], [-3.726, 1.132, -1.209], [-3.522, -2.116, -0.709], [0.975, 0.261, 0.312], [0.829, -1.329, 1.325], [0.086, -2.406, 0.810], [0.007, -3.592, 1.517], [0.673, -3.718, 2.733], [1.413, -2.660, 3.251], [1.476, -1.463, 2.562], [0.875, 0.042, -1.578], [1.293, -1.174, -2.142], [1.295, -1.321, -3.520], [0.863, -0.279, -4.332], [0.441, 0.927, -3.779], [0.457, 1.094, -2.406], [-4.660, -0.140, 2.116], [-3.265, 0.934, 2.178], [-3.075, -0.840, 2.435], [-4.815, 1.244, -1.307], [-3.326, 0.919, -2.199], [-3.339, 2.068, -0.813], [-4.578, -2.330, -0.919], [-3.166, -2.849, 0.011], [-2.988, -2.189, -1.656], [-0.397, -2.327, -0.158], [-0.552, -4.429, 1.119], [0.619, -4.651, 3.278], [1.937, -2.777, 4.190], [2.052, -0.641, 2.972], [1.636, -1.990, -1.518], [1.633, -2.249, -3.962], [0.864, -0.404, -5.407], [0.113, 1.732, -4.423], [0.154, 2.044, -1.976], [2.206, 4.922, 3.675], [2.506, 2.990, 3.346], [3.988, 2.160, 4.350], [0.674, 1.955, 3.341]],
  "mulliken_spin": [0.1996, 0.0120, -0.0071, 0.0511, 0.0043, 0.0011, 0.0000, -0.0007, 0.0015, 0.0002, 0.3227, 0.0622, 0.0078, -0.0011, 0.0056, -0.0014, 0.0134, 0.1574, 0.0268, 0.0090, -0.0052, 0.0035, -0.0133, 0.0000, 0.0002, 0.0000, 0.0000, 0.0001, -0.0002, 0.0000, 0.0000, -0.0001, 0.0016, 0.0004, 0.0003, 0.0001, 0.0022, 0.0051, 0.0012, -0.0004, 0.0000, -0.0198, 0.0340, 0.0923, 0.0103, 0.0235]
}

***

(3)
{
  "formula": "CHKMgO",
  "method": "ωB97M-V with the def2-TZVPD basis set",
  "homo_lumo_gap_ev": 3.2,
  "relative_energy_kj_mol": 0.0,
  "total_charge": 0,
  "lumo_energy_ev": -1.1,
  "energy_ev": -24867.1910,
  "species": ["H", "Mg", "O", "C", "K"],
  "xyz": [[0.878, -0.133, 0.554], [2.213, 1.036, 1.544], [-1.276, -0.107, -1.335], [-0.566, 0.414, -2.072], [-1.249, -1.211, 1.308]],
  "nbo_charge": [-0.9295, 0.0149, -0.5824, 0.5829, 0.9142]
}

***

(4)
{
  "formula": "C27H49IrNP2",
  "method": "ωB97M-V with the def2-TZVPD basis set",
  "homo_lumo_gap_ev": [8.1, 4.7],
  "relative_energy_kj_mol": 0.0,
  "total_charge": 2,
  "multiplicity": 6,
  "lumo_energy_ev": [-4.8, -8.9],
  "s2": 8.77,
  "energy_ev": -51675.9060,
  "species": ["P", "P", "C", "C", "H", "H", "H", "H", "C", "H", "H", "H", "C", "H", "H", "H", "C", "H", "H", "H", "C", "H", "H", "H", "Ir", "C", "C", "C", "C", "C", "C", "C", "C", "C", "H", "H", "H", "H", "H", "H", "H", "H", "H", "H", "H", "H", "H", "H", "H", "C", "C", "C", "C", "C", "C", "C", "C", "N", "C", "C", "C", "C", "H", "H", "H", "H", "H", "H", "H", "H", "H", "H", "H", "H", "H", "H", "H", "H", "H", "H"],
  "xyz": [[-2.178, 0.480, -3.004], [0.357, -0.582, -5.671], [-1.899, 0.830, -4.819], [-1.441, -0.310, -5.758], [-1.289, 1.742, -4.935], [-2.923, 1.102, -5.111], [-1.945, -1.264, -5.536], [-1.648, -0.051, -6.809], [1.170, 0.672, -6.811], [2.155, 0.934, -6.399], [0.581, 1.595, -6.926], [1.344, 0.246, -7.817], [0.726, -2.036, -6.766], [0.891, -1.721, -7.811], [-0.085, -2.776, -6.753], [1.645, -2.528, -6.396], [-3.277, 1.853, -2.579], [-3.680, 1.760, -1.575], [-4.064, 1.824, -3.333], [-2.684, 2.769, -2.579], [-3.276, -0.992, -3.190], [-2.714, -1.862, -3.563], [-4.010, -0.639, -3.929], [-3.742, -1.227, -2.224], [-0.920, 0.592, -1.314], [3.739, -0.723, -3.202], [3.763, 0.578, -3.513], [2.692, 1.594, -3.637], [1.858, 1.756, -2.359], [0.570, 1.200, -2.853], [0.517, -0.260, -2.893], [1.385, -1.360, -3.306], [2.629, -1.293, -2.392], [-2.394, 0.119, -0.093], [4.529, -1.349, -3.578], [4.680, 0.962, -3.986], [1.997, 1.329, -4.477], [3.162, 2.554, -3.921], [2.242, 1.098, -1.573], [1.717, 2.779, -1.980], [-0.040, 1.910, -3.441], [0.107, -0.768, -1.775], [1.712, -1.391, -4.381], [0.803, -2.279, -3.135], [2.412, -0.569, -1.586], [2.784, -2.253, -1.872], [-2.210, -0.965, -0.074], [-3.405, 0.322, -0.453], [-2.150, 0.592, 0.866], [0.633, -2.919, 3.790], [1.256, -2.158, 2.656], [2.608, -2.389, 2.394], [3.276, -1.657, 1.413], [4.737, -1.938, 1.163], [2.591, -0.646, 0.735], [1.189, -0.389, 0.934], [0.543, -1.233, 1.884], [0.555, 0.711, 0.318], [0.717, 1.981, 1.094], [0.393, 1.809, 2.588], [-0.193, 3.049, 0.474], [2.171, 2.474, 1.099], [0.845, -3.993, 3.709], [1.037, -2.607, 4.764], [-0.448, -2.778, 3.811], [3.158, -3.164, 2.935], [5.385, -1.419, 1.889], [4.935, -3.013, 1.287], [5.063, -1.645, 0.155], [3.178, 0.003, 0.081], [-0.528, -1.112, 2.070], [1.171, 1.255, 3.129], [0.354, 2.812, 3.035], [-0.590, 1.349, 2.737], [0.420, 3.721, -0.134], [-0.971, 2.586, -0.172], [-0.684, 3.614, 1.277], [2.537, 2.646, 0.080], [2.195, 3.443, 1.620], [2.852, 1.796, 1.634]],
  "mulliken_spin": [0.0347, 0.6682, 0.0210, 0.0736, 0.0068, 0.0028, 0.0017, 0.0279, 0.0466, 0.0026, 0.0005, 0.0154, 0.0316, 0.0120, 0.0002, 0.0017, -0.0094, -0.0063, 0.0034, 0.0088, 0.0049, -0.0041, 0.0011, -0.0020, 1.3533, -0.0011, 0.0140, 0.0205, 0.0854, 0.2154, 0.9415, -0.0082, 0.1325, 0.1280, 0.0041, 0.0010, 0.0001, -0.0015, -0.0417, 0.0179, 0.0139, 0.2431, -0.0425, 0.0003, -0.0001, -0.0014, 0.0440, 0.0037, -0.0091, 0.0027, 0.0145, 0.0134, 0.0080, 0.0010, 0.0065, -0.0587, 0.0663, 0.7611, -0.0102, 0.0729, 0.0059, 0.0712, 0.0003, -0.0008, -0.0003, 0.0000, -0.0004, 0.0000, 0.0002, -0.0200, 0.0036, 0.0023, 0.0025, -0.0101, -0.0074, 0.0251, -0.0017, -0.0143, 0.0034, 0.0056]
}

***

Please write out number 3 again, unchanged.
{
  "formula": "CHKMgO",
  "method": "ωB97M-V with the def2-TZVPD basis set",
  "homo_lumo_gap_ev": 3.2,
  "relative_energy_kj_mol": 0.0,
  "total_charge": 0,
  "lumo_energy_ev": -1.1,
  "energy_ev": -24867.1910,
  "species": ["H", "Mg", "O", "C", "K"],
  "xyz": [[0.878, -0.133, 0.554], [2.213, 1.036, 1.544], [-1.276, -0.107, -1.335], [-0.566, 0.414, -2.072], [-1.249, -1.211, 1.308]],
  "nbo_charge": [-0.9295, 0.0149, -0.5824, 0.5829, 0.9142]
}

***

Q: What is the formula in the third record?
A: CHKMgO